[1]
The following is a quantum chemistry calculation of C3H10N4O as an isolated structure at a distorted geometry, from OMol25.

Element x y z (Å)
C 0.451 1.427 1.834
N 0.476 -1.908 0.738
N 0.420 -0.552 0.491
N -0.261 0.237 1.418
H 0.965 -2.061 1.611
H -0.440 -2.353 0.735
H 1.126 1.116 2.637
H -0.282 2.115 2.248
H 1.002 1.906 1.024
C 0.503 0.556 -1.769
C -0.389 -0.067 -0.704
N -1.191 -1.117 -1.233
O -1.139 0.846 0.066
H -1.288 -1.115 -2.237
H -2.093 -1.144 -0.775
H 1.076 -0.224 -2.269
H 1.188 1.268 -1.318
H -0.123 1.070 -2.496

Forces on the atoms, in the same order (eV/Å):
C 0.1 -0.1 0.0
N -0.3 -0.2 0.0
N 1.3 0.6 -1.3
N -2.7 1.3 -1.5
H 0.0 0.0 -0.2
H 0.0 0.1 0.2
H 0.0 0.0 -0.1
H 0.0 0.0 0.0
H 0.1 -0.1 0.0
C -0.3 -0.1 0.2
C 0.9 -1.2 0.5
N -0.1 0.2 -0.1
O 1.1 -0.6 2.4
H 0.0 0.0 0.1
H 0.0 0.0 -0.1
H 0.0 0.0 0.0
H 0.0 0.0 0.0
H 0.0 0.1 -0.1

Results
highest occupied orbital energy = -8.52 eV
lowest unoccupied orbital energy = 0.93 eV

***

[2]
The following is a quantum chemistry calculation of C38H75NaO6P2SSi5Te as an isolated structure, from OMol25.

Element x y z (Å)
Na -1.336 2.480 -0.522
C -2.994 1.008 2.837
P -1.952 0.316 1.494
C -0.996 -0.935 2.440
C -3.133 -0.781 0.595
C -4.272 -1.283 1.225
C -5.182 -2.084 0.555
C -4.962 -2.411 -0.773
C -3.828 -1.943 -1.415
C -2.921 -1.125 -0.746
P -2.649 0.574 -3.635
C -1.228 1.050 -4.719
C -3.091 2.248 -3.007
H -3.409 0.251 3.506
H -3.790 1.605 2.391
H -2.356 1.668 3.431
H -1.644 -1.540 3.079
H -0.255 -0.421 3.056
H -0.473 -1.599 1.748
H -4.462 -1.039 2.262
H -6.058 -2.454 1.074
H -5.661 -3.044 -1.307
H -3.642 -2.211 -2.448
H -0.747 0.157 -5.120
H -0.492 1.660 -4.188
H -1.623 1.634 -5.553
H -3.733 2.719 -3.757
H -2.212 2.882 -2.870
H -3.660 2.190 -2.077
C 3.143 -0.690 -1.542
C 2.856 0.391 -0.507
C 1.968 -0.173 0.600
C 4.164 0.913 0.083
O 2.163 1.427 -1.215
Si 1.835 2.993 -0.817
S 0.446 3.775 -2.094
O 1.321 2.877 0.760
C 1.187 3.840 1.803
C 0.682 5.183 1.283
C 0.178 3.240 2.779
C 2.543 4.008 2.486
O 3.259 3.854 -0.682
C 4.096 4.409 -1.698
C 5.473 4.564 -1.059
C 3.551 5.778 -2.103
C 4.191 3.489 -2.915
H 3.667 -1.534 -1.090
H 3.752 -0.279 -2.351
H 2.204 -1.056 -1.963
H 2.484 -0.975 1.133
H 1.059 -0.600 0.176
H 1.696 0.612 1.303
H 4.694 0.096 0.579
H 3.974 1.703 0.811
H 4.803 1.320 -0.703
H -0.281 5.072 0.785
H 1.386 5.603 0.563
H 0.562 5.884 2.114
H -0.778 3.088 2.276
H 0.020 3.901 3.634
H 0.538 2.273 3.137
H 3.273 4.390 1.772
H 2.892 3.042 2.858
H 2.465 4.699 3.329
H 5.403 5.202 -0.176
H 6.180 5.012 -1.762
H 5.853 3.590 -0.749
H 3.496 6.426 -1.225
H 2.549 5.667 -2.517
H 4.202 6.249 -2.845
H 4.563 2.507 -2.620
H 4.873 3.915 -3.657
H 3.210 3.361 -3.371
O -3.961 6.494 -0.703
C -3.429 6.412 0.555
C -2.822 7.510 1.154
C -2.278 7.405 2.427
C -2.332 6.194 3.099
C -2.925 5.101 2.479
C -3.489 5.187 1.214
C -4.151 3.954 0.601
O -5.379 3.972 0.503
O -3.347 3.036 0.274
H -3.736 7.352 -1.072
H -2.769 8.451 0.614
H -1.805 8.267 2.881
H -1.902 6.093 4.087
H -2.953 4.140 2.979
C 2.478 -6.750 0.612
Si 1.967 -4.948 0.964
C 3.549 -3.990 0.520
C 1.864 -4.820 2.859
Si 0.066 -4.007 -0.025
Te -1.243 -0.428 -1.845
Si 0.165 -5.116 -2.079
C -1.212 -4.495 -3.228
C 0.013 -7.014 -2.164
C 1.793 -4.734 -2.980
Si -1.526 -5.390 1.004
C -1.079 -7.168 1.523
C -2.165 -4.582 2.600
C -3.083 -5.614 -0.059
H 3.352 -7.013 1.220
H 2.755 -6.870 -0.438
H 1.681 -7.462 0.829
H 4.426 -4.445 0.992
H 3.481 -2.953 0.854
H 3.712 -3.977 -0.560
H 2.793 -5.160 3.329
H 1.041 -5.415 3.263
H 1.691 -3.782 3.152
H -2.194 -4.697 -2.793
H -1.165 -4.979 -4.209
H -1.131 -3.415 -3.366
H -0.954 -7.351 -1.783
H 0.789 -7.509 -1.579
H 0.099 -7.350 -3.204
H 1.968 -3.657 -3.018
H 1.775 -5.116 -4.007
H 2.643 -5.189 -2.466
H -0.267 -7.192 2.253
H -0.770 -7.761 0.660
H -1.954 -7.651 1.975
H -1.346 -4.347 3.285
H -2.879 -5.227 3.123
H -2.668 -3.643 2.354
H -2.880 -6.204 -0.955
H -3.469 -4.644 -0.376
H -3.866 -6.123 0.513

Forces on the atoms, in the same order (eV/Å):
Na -0.1 0.1 0.2
C 0.0 0.0 0.0
P 0.0 0.0 -0.1
C 0.0 0.0 0.0
C 0.0 0.0 0.1
C 0.0 0.0 0.0
C 0.0 0.0 0.0
C 0.0 0.0 0.0
C 0.0 0.0 0.0
C 0.0 0.0 0.0
P 0.0 -0.1 0.0
C 0.0 0.0 0.0
C 0.0 0.0 0.0
H 0.0 0.0 0.0
H 0.0 0.0 0.0
H 0.0 0.0 0.0
H 0.0 0.0 0.0
H 0.0 0.0 0.0
H 0.0 0.0 0.0
H 0.0 0.0 0.0
H 0.0 0.0 0.0
H 0.0 0.0 0.0
H 0.0 0.0 0.0
H 0.0 0.0 0.0
H 0.0 0.0 0.0
H 0.0 0.0 0.0
H 0.0 0.0 0.0
H 0.0 0.0 0.0
H 0.0 0.0 0.0
C 0.0 0.0 0.0
C 0.0 0.0 0.0
C 0.0 0.0 0.0
C 0.0 0.0 0.0
O 0.1 -0.1 0.0
Si 0.0 0.0 0.0
S 0.1 0.1 -0.2
O -0.1 0.1 0.0
C 0.0 0.0 0.0
C 0.0 0.0 0.0
C 0.0 0.0 0.0
C 0.0 0.0 0.0
O 0.1 0.0 -0.1
C 0.0 0.0 0.1
C 0.0 0.0 0.0
C 0.0 0.0 0.0
C 0.0 0.0 0.1
H 0.0 0.0 0.0
H 0.0 0.0 0.0
H 0.0 0.0 0.0
H 0.0 0.0 0.0
H 0.0 0.0 0.0
H 0.0 0.0 0.0
H 0.0 0.0 0.0
H 0.0 0.0 0.0
H 0.0 0.0 0.0
H 0.0 0.0 0.0
H 0.0 0.0 0.0
H 0.0 0.0 0.0
H 0.0 0.0 0.0
H 0.0 0.0 0.0
H 0.0 0.0 0.0
H 0.0 0.0 0.0
H 0.0 0.0 0.0
H 0.0 0.0 0.0
H 0.0 0.0 0.0
H 0.0 0.0 0.0
H 0.0 0.0 0.0
H 0.0 0.0 0.0
H 0.0 0.0 0.0
H 0.0 0.0 0.0
H 0.0 0.0 0.0
H 0.0 0.0 0.0
H -0.1 0.0 0.0
O 0.0 0.0 0.1
C 0.0 0.0 -0.1
C 0.0 0.0 0.0
C 0.0 0.0 0.0
C 0.0 0.0 0.0
C -0.1 0.0 0.0
C 0.0 -0.1 0.1
C 0.0 0.1 -0.2
O 0.0 0.0 0.1
O 0.2 -0.1 0.0
H 0.0 0.0 0.0
H 0.0 0.0 0.0
H 0.0 0.0 0.0
H 0.0 0.0 0.0
H 0.0 0.0 0.0
C 0.0 0.0 0.0
Si 0.0 0.0 0.0
C 0.0 0.0 0.0
C 0.0 0.0 0.0
Si 0.0 0.0 0.0
Te 0.0 0.0 0.0
Si 0.0 0.0 0.0
C 0.0 0.0 0.0
C 0.0 0.0 0.0
C 0.0 0.0 0.0
Si 0.0 0.0 0.0
C 0.0 0.0 0.0
C 0.0 0.0 0.0
C 0.0 0.0 0.0
H 0.0 0.0 0.0
H 0.0 0.0 0.0
H 0.0 0.0 0.0
H 0.0 0.0 0.0
H 0.0 0.0 0.0
H 0.0 0.0 0.0
H 0.0 0.0 0.0
H 0.0 0.0 0.0
H 0.0 0.0 0.0
H 0.0 0.0 0.0
H 0.0 0.0 0.0
H 0.0 0.0 0.0
H 0.0 0.0 0.0
H 0.0 0.0 0.0
H 0.0 0.0 0.0
H 0.0 0.0 0.0
H 0.0 0.0 0.0
H 0.0 0.0 0.0
H 0.0 0.0 0.0
H 0.0 0.0 0.0
H 0.0 0.0 0.0
H 0.0 0.0 0.0
H 0.0 0.0 0.0
H 0.0 0.0 0.0
H 0.0 0.0 0.0
H 0.0 0.0 0.0
H 0.0 0.0 0.0

Results
net charge = -2
highest occupied orbital energy = -1.78 eV
lowest unoccupied orbital energy = 3.38 eV

***

[3]
The following is a quantum chemistry calculation of a 10-piece molecular cluster, C20H60O13 overall at a distorted geometry, from OMol25.

Element x y z (Å)
C 4.935 -8.566 20.138
C 5.935 -9.040 19.142
O 5.857 -10.493 19.014
O 5.349 -9.020 21.423
H 3.948 -8.924 19.845
H 4.856 -7.481 20.209
H 6.904 -8.620 19.413
H 5.683 -8.705 18.136
H 5.872 -10.844 19.908
H 5.337 -9.978 21.478
C 4.934 -8.672 13.744
C 5.826 -7.638 14.456
O 7.102 -8.118 14.622
O 5.013 -8.466 12.331
H 3.912 -8.537 14.098
H 5.194 -9.717 13.912
H 5.472 -7.587 15.486
H 5.665 -6.720 13.891
H 7.360 -8.638 13.857
H 4.346 -7.815 12.103
C 2.083 0.055 19.291
C 3.248 -0.785 18.752
O 4.345 0.023 18.509
O 1.507 0.748 18.161
H 2.365 0.735 20.094
H 1.325 -0.602 19.716
H 2.969 -1.333 17.852
H 3.537 -1.543 19.481
H 4.663 0.364 19.349
H 1.301 0.098 17.485
C 3.286 -4.559 15.468
C 2.778 -3.272 14.943
O 2.727 -3.313 13.553
H 4.253 -4.897 15.095
H 2.666 -5.444 15.326
H 3.457 -4.459 16.540
H 3.324 -2.435 15.378
H 1.747 -3.292 15.295
H 2.151 -3.990 13.189
C 2.950 -1.651 22.170
C 2.385 -3.053 22.185
O 2.559 -3.504 20.871
H 3.170 -1.241 23.156
H 2.176 -1.002 21.760
H 3.873 -1.480 21.617
H 1.335 -3.028 22.477
H 2.968 -3.741 22.798
H 1.794 -4.001 20.573
C 8.598 -6.174 20.992
C 8.407 -6.960 22.295
O 9.301 -8.013 22.307
H 9.524 -5.646 21.218
H 7.828 -5.438 20.761
H 8.679 -6.838 20.131
H 7.388 -7.309 22.463
H 8.675 -6.324 23.138
H 8.933 -8.859 22.045
C 2.754 -6.779 22.562
C 4.032 -6.187 23.107
O 4.904 -7.205 23.493
H 2.065 -6.070 22.102
H 2.104 -7.172 23.344
H 2.986 -7.643 21.939
H 3.864 -5.666 24.050
H 4.617 -5.513 22.480
H 5.030 -7.720 22.692
C 6.984 -0.546 16.619
C 7.609 -1.919 16.629
O 7.684 -2.251 15.284
H 5.928 -0.558 16.351
H 7.424 0.165 15.920
H 7.130 -0.072 17.590
H 6.947 -2.562 17.208
H 8.588 -1.881 17.106
H 6.826 -2.409 14.883
C 6.733 -1.127 20.581
C 6.532 -0.004 21.628
O 5.517 0.860 21.060
H 7.385 -1.837 21.089
H 7.243 -0.850 19.658
H 5.791 -1.641 20.390
H 7.521 0.428 21.776
H 6.321 -0.444 22.602
H 5.200 1.402 21.787
C 5.980 -5.326 17.993
C 5.312 -4.448 19.059
O 4.233 -5.139 19.588
H 5.312 -5.858 17.316
H 6.417 -6.143 18.566
H 6.742 -4.835 17.387
H 4.918 -3.537 18.609
H 6.067 -4.108 19.769
H 3.722 -4.552 20.150

Forces on the atoms, in the same order (eV/Å):
C -0.2 0.1 0.0
C -0.5 -0.6 -1.2
O 0.4 1.2 0.3
O -0.1 0.1 0.4
H -0.2 -0.2 0.3
H 0.2 0.1 -0.1
H 0.4 -0.5 0.0
H 0.1 0.3 0.0
H 0.2 -0.3 -0.1
H -0.2 0.0 0.1
C -0.2 0.7 -0.3
C -1.8 -1.9 0.5
O 1.8 0.1 -0.2
O -0.2 -0.3 0.0
H -0.2 0.0 -0.1
H 0.3 0.1 0.3
H -0.4 0.7 0.0
H 0.5 0.4 0.2
H 0.1 0.1 -0.2
H 0.1 0.1 -0.2
C -0.6 -1.1 -1.7
C -0.1 0.1 1.7
O 0.7 0.4 -1.1
O 0.1 0.6 1.0
H 0.2 0.3 -0.5
H -0.2 -0.2 0.1
H -0.1 0.2 -0.2
H -0.3 -0.3 0.2
H 0.2 0.1 0.3
H 0.0 -0.1 0.0
C 1.6 -1.4 1.3
C -1.6 -1.7 0.3
O 0.9 1.4 -1.6
H 0.3 0.5 -0.4
H -0.6 0.3 -0.1
H -0.2 -0.1 0.3
H 0.0 0.2 -0.7
H -0.3 0.9 0.4
H -0.1 -0.1 0.6
C -0.3 1.1 0.9
C 1.1 0.4 0.4
O -0.7 -0.5 -1.5
H -0.2 -0.3 0.3
H 0.2 0.1 -0.2
H -0.1 -0.6 -0.2
H 0.0 -0.2 0.1
H -0.2 0.2 0.6
H -0.1 -0.1 0.0
C 0.0 0.2 0.7
C -1.2 0.5 -0.5
O 1.5 -1.3 0.4
H 0.2 0.1 -0.9
H -0.1 0.0 0.3
H 0.2 0.0 0.1
H -0.1 0.1 -0.1
H -0.2 0.1 0.1
H -0.3 0.3 -0.1
C -0.8 0.0 0.1
C 0.2 0.4 1.2
O 0.4 -0.6 0.2
H 0.4 0.1 -0.6
H 0.4 -0.2 0.5
H -0.1 0.3 -0.4
H -0.4 0.4 -0.1
H -0.6 0.3 -0.7
H 0.4 -0.7 0.0
C 0.0 1.2 1.0
C -1.3 1.6 0.0
O 1.2 -1.7 -1.3
H -0.1 -0.2 0.4
H 0.5 -0.4 -0.2
H -0.6 0.1 0.2
H 0.1 -0.4 0.1
H 0.2 -0.3 -0.4
H -0.1 0.1 0.3
C 0.2 -0.2 1.4
C 0.5 -1.1 -2.0
O 0.7 -0.3 1.3
H 0.1 -0.3 -0.2
H -0.3 0.4 0.1
H 0.0 0.1 -0.3
H -0.1 0.9 -0.2
H -0.9 0.1 0.0
H -0.2 0.4 -0.1
C 0.1 -0.6 0.7
C 0.1 0.7 -1.9
O 0.0 -1.3 0.4
H -0.5 0.5 0.0
H 0.6 -0.1 -0.1
H 0.0 0.1 0.3
H 0.1 0.4 -0.3
H 0.1 -0.3 0.4
H -0.1 0.3 0.3

Results
highest occupied orbital energy = -9.65 eV
lowest unoccupied orbital energy = 0.16 eV

***

| no. | frontier orbital gap (eV) |
| --- | --- |
| 1 | 9.4 |
| 2 | 5.2 |
| 3 | 9.8 |